[1]
The following is a quantum chemistry calculation of a molecular structure, C20H30F12MgN10P2, from OMol25.

Structure (XYZ):
```
75
Properties=species:S:1:pos:R:3:forces:R:3:lowdin_charge:R:1
Mg 1.598054 2.577817 -0.854621 -1.2 -1.1 -0.8 0.608
P 0.323847 -0.446633 0.431263 -0.1 -2.7 -0.7 0.284
F 0.998047 -1.182729 -0.898562 -0.7 0.5 0.4 -0.181
F 0.322352 -1.921762 1.148725 0.1 1.3 0.6 -0.165
F 1.857594 -0.198824 0.918937 -0.3 0.4 0.4 -0.176
F -0.226154 0.442522 1.675084 0.0 -1.3 -0.3 -0.141
F 0.299770 0.946493 -0.417386 0.1 0.6 -0.5 -0.190
F -1.187774 -0.851476 -0.097591 1.0 1.2 0.4 -0.170
P 0.006382 2.431164 -4.085846 1.4 -1.5 -4.3 0.142
F 0.822866 2.449888 -2.676671 1.3 0.5 1.8 -0.223
F -1.291883 2.298482 -3.214725 -1.3 -0.3 0.0 -0.114
F -0.110260 4.006785 -4.010499 0.1 0.9 -0.1 -0.123
F -0.725420 2.369282 -5.549319 -0.1 0.3 1.5 -0.148
F 1.463006 2.513652 -4.861805 -0.5 1.0 0.6 -0.178
F 0.246460 0.843131 -4.139645 -0.8 -0.4 0.6 -0.144
C -3.230969 0.459086 -2.184986 -0.5 -0.8 0.8 -0.061
C -4.157770 -0.294171 -1.279002 -2.2 -0.5 1.2 -0.221
N -4.909351 -0.868163 -0.574073 2.3 1.8 -2.0 0.131
H -2.263296 0.063215 -1.876784 0.3 0.3 -0.6 0.051
H -3.236284 1.542435 -2.064822 -0.2 -0.2 0.5 0.058
H -3.480061 0.269233 -3.229024 0.2 -0.3 0.1 0.091
C -0.451220 3.637809 2.896807 0.6 -0.1 0.4 -0.089
C -1.192906 3.071882 4.009143 0.3 0.9 -1.8 -0.290
N -1.799115 2.603304 4.841209 -1.1 -0.9 1.7 0.148
H 0.383998 4.153714 3.370464 0.3 0.1 -0.3 0.076
H -1.007152 4.344699 2.280899 -0.2 -0.3 0.2 0.066
H -0.091030 2.799715 2.300184 0.0 0.2 -0.2 0.041
C 4.555273 -0.854043 -1.342395 -1.8 0.8 -1.2 0.011
C 3.556058 0.258436 -1.473356 -0.6 2.2 0.3 -0.112
N 2.821868 1.163446 -1.582119 3.0 -2.9 0.3 0.149
H 5.594253 -0.528496 -1.291085 -0.3 0.2 0.5 0.096
H 4.417260 -1.287666 -2.332865 0.3 -0.7 0.0 0.098
H 4.179142 -1.535997 -0.579798 0.4 0.0 0.0 0.088
C -3.331345 -3.261553 0.599508 -0.2 1.3 0.3 -0.091
C -2.958141 -4.627057 0.379854 -0.6 1.5 0.1 -0.294
N -2.613916 -5.683711 0.168740 0.7 -2.1 -0.3 0.131
H -4.377219 -3.004942 0.430952 0.0 -0.5 -0.1 0.058
H -2.774980 -2.598811 -0.063317 0.1 -0.2 0.0 0.037
H -3.094646 -2.957886 1.619243 0.1 -0.1 0.0 0.088
C 3.962003 2.703552 3.140384 -1.4 -0.3 -0.7 0.009
C 3.115823 2.695111 1.915490 0.6 -0.2 0.0 -0.120
N 2.506784 2.661821 0.943002 0.8 0.4 1.1 0.161
H 4.767231 3.426993 3.012511 -0.1 -0.2 0.2 0.099
H 4.286383 1.681400 3.335532 0.3 0.1 -0.2 0.101
H 3.266649 2.934069 3.947501 0.3 0.4 0.2 0.094
C -3.825889 1.074775 2.204887 0.4 0.3 -1.2 -0.041
C -3.219131 2.010766 1.268450 -0.3 -0.1 0.2 -0.274
N -2.798680 2.815297 0.574582 0.4 0.6 -0.6 0.170
H -4.129742 1.705938 3.040001 -0.1 -0.7 0.3 0.087
H -3.066195 0.310099 2.366867 -0.2 0.0 0.7 0.083
H -4.633507 0.608563 1.640527 -0.3 0.0 0.4 0.064
C 1.352254 -5.110293 0.126288 -0.3 0.4 0.4 -0.077
C 2.722613 -5.565130 0.279395 4.2 -0.7 -0.1 -0.273
N 3.863247 -5.878057 0.353033 -4.0 1.1 -0.1 0.116
H 0.969777 -5.343562 -0.867397 -0.1 -0.4 0.3 0.078
H 1.251502 -4.032309 0.252376 0.4 0.2 -0.1 0.055
H 0.763300 -5.503650 0.954853 -0.3 -0.4 -0.4 0.090
C -0.834589 -3.150327 -2.750448 -0.4 -0.3 -0.3 -0.049
C -1.745389 -3.738985 -3.804664 3.8 2.5 4.9 -0.259
N -2.335205 -4.175630 -4.640778 -2.7 -1.9 -3.6 0.124
H -0.347866 -3.895074 -2.120722 -0.1 -0.4 -0.5 0.050
H -1.337808 -2.537823 -2.002313 -0.4 0.2 -0.5 0.041
H -0.049945 -2.552152 -3.213727 -0.2 0.0 -0.1 0.076
C 3.052305 -3.136077 2.836444 -0.5 -0.6 0.0 -0.080
C 3.096788 -2.636917 4.230195 1.1 0.7 0.8 -0.253
N 3.235303 -2.237999 5.315415 -0.5 -0.7 -1.9 0.111
H 2.907806 -2.388048 2.056915 -0.3 0.4 0.5 0.054
H 2.220328 -3.839099 2.795632 -0.2 0.1 -0.2 0.071
H 3.897404 -3.726192 2.481925 0.4 0.1 0.7 0.071
C -1.648564 5.583005 -1.169704 0.3 0.7 0.0 -0.017
C -0.698398 4.584361 -0.693590 1.9 -2.6 1.1 -0.142
N 0.086223 3.790141 -0.311003 -2.8 3.5 -1.5 0.145
H -1.846524 6.326518 -0.397634 -0.1 -0.3 0.4 0.095
H -2.595923 5.212079 -1.560877 0.3 -0.5 0.2 0.103
H -1.145709 6.180570 -1.930067 0.1 -0.3 -0.3 0.099
```
Forces are in eV/Å.

As for the charge: 0. For the calculated total energy, the calculation gives -3409.3142 Ha. As for the spin multiplicity: 1. The value obtained for the molecular weight is 724.8 g mol⁻¹.


[2]
The following is a quantum chemistry calculation of 2 unconnected molecules or ions with the total composition C3H13N2OS2, from OMol25.

Structure (XYZ):
```
21
Properties=species:S:1:pos:R:3:forces:R:3:lowdin_charge:R:1
S 0.378921 -2.370905 1.653456 1.3 -1.9 0.3 0.306
S -0.664319 -0.717089 1.578269 -1.5 1.5 -0.9 0.380
C -1.414268 -0.604964 -0.222288 1.2 0.3 2.5 -0.371
C -1.036323 0.778376 -0.736177 -0.5 1.9 0.4 -0.322
C -1.066004 0.905727 -2.276448 -1.7 1.4 -1.6 -0.226
N 0.206282 1.215721 -2.934088 1.0 -2.0 -1.1 -0.004
N 0.327800 1.383549 -0.315212 -2.1 0.2 0.9 0.131
H -0.203984 -3.149900 2.623952 -0.3 0.6 -0.6 -0.143
H -2.480551 -0.748981 -0.066048 0.0 0.3 -0.4 0.086
H -1.011326 -1.409072 -0.774135 0.5 -0.9 -0.7 0.058
H -1.741889 1.466182 -0.162538 0.6 -0.5 -1.3 0.165
H -1.753150 1.678360 -2.679337 0.2 0.3 1.2 0.132
H -1.673024 0.097064 -2.659043 0.7 -1.1 -0.3 0.114
H 0.171389 1.958076 -3.636090 -0.5 -0.2 0.6 0.089
H 0.604434 0.394772 -3.480279 -0.6 1.3 1.3 0.119
H 1.102199 0.741345 -0.282935 0.4 -0.2 0.0 0.117
H 0.150176 1.793355 0.608641 0.7 -0.5 0.0 0.137
H 0.592322 2.177957 -0.905903 0.0 -0.6 -0.4 0.137
H 3.041070 1.648483 0.852722 0.1 0.1 -0.1 0.068
H 3.288606 2.902856 0.026787 -0.1 -0.2 -0.1 0.074
O 2.771746 2.083200 0.031847 0.4 0.3 0.4 -0.046
```
Forces are in eV/Å.

As for the charge: +1. For the calculated total energy, the calculation gives -1102.9575 Ha. As for the spin multiplicity: 1. The value obtained for the molecular weight is 157.3 g mol⁻¹.


[3]
The following is a quantum chemistry calculation of C2H2N2OS2 in the gas phase, from OMol25.

Structure (XYZ):
```
9
Properties=species:S:1:pos:R:3:forces:R:3:lowdin_charge:R:1
S 1.097417 2.419067 0.176983 0.1 -0.3 -0.1 0.690
C 0.382121 0.990063 0.081140 1.2 -1.7 -0.2 -0.786
N -0.942559 0.684210 -0.004237 1.1 -1.7 0.4 -0.022
N -1.067405 -0.719648 -0.157779 -1.4 -1.1 -1.8 -0.052
O 0.095430 -1.474189 0.089161 0.0 0.8 0.4 -0.068
C 1.169349 -0.683362 0.085435 -2.3 3.0 0.6 -0.808
S 2.684826 -1.104820 0.187467 0.4 0.0 -0.1 0.762
H -1.534051 0.958408 -0.772540 0.3 1.4 -0.1 0.149
H -1.885131 -1.069728 0.314374 0.6 -0.5 1.0 0.134
```
Forces are in eV/Å.

The SMILES is S=c1[nH][nH]oc1=S. As for the charge: 0. For the calculated total energy, the calculation gives -1058.3800 Ha. As for the spin multiplicity: 1. The value obtained for the molecular weight is 134.2 g mol⁻¹.


[4]
The following is a quantum chemistry calculation of a molecular structure, C43H66Br2CsN6O3P, from OMol25.

Structure (XYZ):
```
122
Properties=species:S:1:pos:R:3:forces:R:3:lowdin_charge:R:1
Cs 0.568599 0.494676 -0.665107 -0.1 -0.3 0.1 1.068
Br 2.904134 -2.984453 0.609094 0.3 -0.2 -0.7 0.597
C 3.517268 -3.207394 -1.249605 -0.2 -0.1 0.3 -0.970
Br 2.760551 -4.759628 -2.164869 0.1 0.3 0.3 0.555
H 4.590168 -3.362455 -1.233539 -0.1 0.1 0.1 -0.008
H 3.210876 -2.316369 -1.790598 0.0 0.1 -0.1 -0.040
N -1.655473 -1.410941 1.896321 0.5 -0.3 -0.4 -0.005
C -2.715000 -2.321163 1.478936 -0.3 0.2 -0.1 -0.289
C -2.347846 -3.785304 1.786757 -0.3 -0.6 0.3 -0.201
C -0.971241 -4.323233 1.333328 0.5 0.2 0.0 -0.297
N -0.490904 -3.755364 0.062294 -0.5 -0.5 0.0 0.001
H -1.853435 -0.443502 1.620174 0.2 -0.5 0.1 0.049
H -0.774140 -1.704214 1.442000 -0.6 0.4 0.3 0.035
H -3.015009 -2.192133 0.421314 0.2 -0.2 0.2 0.087
H -3.603805 -2.051265 2.091577 0.3 -0.3 -0.4 0.104
H -3.161644 -4.449172 1.425539 0.4 0.4 -0.1 0.095
H -2.348571 -3.937033 2.880198 -0.1 0.2 -0.2 0.093
H -0.957401 -5.438709 1.336059 -0.3 0.5 0.0 0.100
H -0.229624 -4.039504 2.094979 -0.1 0.0 -0.1 0.091
H -1.186118 -3.939280 -0.669908 0.4 0.3 0.1 0.057
H 0.385555 -4.217921 -0.189662 -0.4 0.3 -0.1 -0.004
C 2.739918 -0.574282 3.583699 0.2 0.2 0.2 -0.150
C 1.840681 -0.598588 4.847699 0.0 0.3 0.2 -0.543
C 2.392982 0.292440 5.970675 1.0 0.1 -0.1 -0.144
P 0.092394 -0.133459 4.322763 -0.5 -0.8 -1.7 1.069
C -1.108052 -1.137204 5.358841 0.2 -0.6 0.3 -0.556
C -0.686831 -1.384235 6.813330 -0.4 -0.3 0.7 -0.150
C -2.570737 -0.636966 5.285265 0.2 -0.1 0.1 -0.128
C -0.200174 1.572291 4.739171 0.4 0.9 0.8 -0.337
C -0.391788 2.000491 6.056086 0.1 1.2 -0.9 -0.092
C -0.565622 3.365304 6.344436 -0.2 -0.5 0.3 -0.316
C -0.756385 3.790278 7.779033 -0.1 0.5 -0.2 -0.098
C -0.584078 4.306793 5.297392 -0.1 -0.6 0.6 -0.081
C -0.388674 3.918447 3.995780 0.2 -0.3 -0.2 -0.032
C -0.129272 2.548692 3.670004 0.4 -1.0 -0.8 -0.314
N 0.251048 2.112428 2.440253 -0.4 0.3 1.4 0.023
C 0.070126 2.920698 1.353791 0.1 0.4 -0.8 -0.374
C -1.225631 3.140570 0.780183 0.5 0.7 0.0 -0.259
C -2.488019 2.594303 1.357250 -1.2 -0.6 -0.2 -0.053
C -1.340985 3.928920 -0.355189 0.9 0.2 -0.4 -0.025
C -0.190725 4.345354 -1.055517 -0.6 -0.2 0.3 -0.313
C -0.323904 5.214856 -2.248995 -0.5 0.5 -1.0 -0.085
C 1.072032 3.996699 -0.599231 -0.3 0.0 0.4 -0.061
C 1.222824 3.379676 0.640958 -0.9 0.3 0.0 -0.308
C 2.605894 3.211680 1.166340 1.5 -0.6 -0.4 -0.060
H 3.785532 -0.865425 3.827751 -0.5 0.1 -0.1 0.074
H 2.776168 0.434177 3.147906 -0.1 -0.1 0.2 0.061
H 2.368375 -1.224044 2.777702 0.0 0.1 0.4 -0.001
H 1.808269 -1.639735 5.209136 -0.2 0.2 -0.1 0.092
H 2.610648 1.323725 5.620438 -0.2 -0.6 0.0 0.085
H 3.344965 -0.113346 6.387340 -0.4 0.2 -0.3 0.070
H 1.695451 0.403078 6.795342 -0.1 -0.1 0.1 0.039
H -1.080384 -2.127725 4.821247 0.0 0.8 0.4 0.090
H -0.998114 -0.559476 7.485035 0.0 -0.4 -0.4 0.060
H 0.399668 -1.468603 6.921262 -0.2 -0.2 0.0 0.042
H -1.148448 -2.319859 7.220086 0.3 0.6 -0.2 0.073
H -2.718975 0.307771 5.831883 0.2 -0.3 -0.1 0.065
H -3.257453 -1.394203 5.721883 0.4 0.3 -0.2 0.072
H -2.872306 -0.463588 4.252305 0.1 -0.1 -0.1 0.048
H -0.347913 1.278890 6.864646 -0.2 0.1 0.0 0.075
H -1.094829 2.928992 8.367826 0.1 0.3 0.1 0.063
H -1.511318 4.595276 7.837835 0.2 -0.3 0.2 0.064
H 0.169435 4.205072 8.212664 -0.2 -0.2 0.1 0.064
H -0.767586 5.344006 5.575361 0.1 0.0 -0.2 0.097
H -0.316352 4.636063 3.188216 -0.2 0.1 0.0 0.100
H -2.300596 1.962009 2.226054 -0.1 0.1 0.0 0.060
H -3.053439 1.992696 0.588040 0.7 0.3 0.6 0.094
H -3.221734 3.379756 1.631699 0.6 -0.2 0.1 0.081
H -2.337651 4.219150 -0.719183 0.4 -0.2 0.0 0.120
H -1.326706 5.072748 -2.719789 0.7 0.2 0.2 0.074
H 0.458288 4.989977 -2.993644 -0.3 0.1 0.2 0.074
H -0.228971 6.290062 -1.988996 -0.1 -0.4 -0.1 0.077
H 1.952791 4.197913 -1.215198 -0.2 0.1 0.2 0.122
H 3.198609 4.146732 1.068866 -0.4 -0.4 0.1 0.080
H 3.177061 2.468496 0.541536 -0.5 0.5 0.4 0.086
H 2.667368 2.859272 2.199005 -0.3 0.1 -0.1 0.060
N 4.515627 -0.852999 -4.358391 -0.1 -0.3 -0.6 -0.018
C 4.457619 0.473580 -3.769499 -1.2 0.6 1.0 -0.215
C 3.172253 0.586188 -2.821517 -1.1 0.4 0.3 -0.655
O 2.919058 1.739256 -2.314800 0.7 -2.1 -0.9 -0.159
O 2.454503 -0.474022 -2.659948 1.5 1.5 -0.3 -0.240
H 5.219593 -0.906259 -5.099659 -0.4 0.1 0.2 0.056
H 3.590923 -1.099155 -4.755645 0.8 0.3 0.4 0.046
H 4.401967 1.343117 -4.473816 0.0 -0.6 0.3 0.101
H 5.309849 0.662873 -3.096457 -0.1 -0.2 -0.3 0.097
C -2.017405 2.310171 -4.581359 -0.3 -0.2 -0.6 -0.084
C -0.670072 1.827336 -4.039481 0.8 0.1 0.6 -0.205
C 0.170990 0.895479 -4.895560 -0.4 -0.8 0.0 -0.153
C 1.184857 1.430235 -5.661812 0.0 0.5 -0.2 -0.066
C 1.868155 0.665522 -6.587076 0.3 -0.1 -0.3 -0.111
C 1.663986 -0.705487 -6.641155 0.0 0.3 0.3 -0.077
C 0.816806 -1.345345 -5.732294 -0.6 0.7 0.2 -0.164
C 0.753153 -2.848078 -5.685211 -0.8 -0.8 0.0 -0.213
C 2.074469 -3.589905 -5.876860 1.0 0.3 0.3 -0.124
C -0.028982 -0.528770 -4.909965 0.3 0.9 -0.7 -0.159
N -1.018915 -1.049526 -4.073650 -0.7 -1.4 -0.9 0.072
C -1.861457 -1.950725 -4.536965 0.9 0.4 0.7 -0.087
C -2.706102 -2.817558 -3.765443 -1.3 -1.2 0.9 -0.290
C -3.566225 -3.789200 -4.368168 0.2 0.6 0.0 -0.107
C -4.282728 -4.445795 -3.368915 0.4 0.3 -0.2 -0.148
C -3.826826 -3.883457 -2.173449 1.3 1.0 0.2 -0.204
N -2.871733 -2.925696 -2.366818 -0.6 -0.5 -1.0 0.011
H -2.551497 2.956075 -3.863731 0.4 -0.3 -0.2 0.066
H -2.643095 1.432188 -4.759146 -0.2 0.1 0.0 0.066
H -1.950767 2.858059 -5.552254 0.2 -0.3 0.7 0.077
H -0.841030 1.275465 -3.102147 -0.1 0.6 -0.2 0.042
H -0.037311 2.710464 -3.811752 -0.3 -0.5 0.1 0.103
H 1.429500 2.491068 -5.564101 -0.2 -0.2 -0.1 0.116
H 2.566279 1.144259 -7.271211 0.0 -0.1 0.1 0.093
H 2.184144 -1.254685 -7.415028 0.1 -0.3 0.2 0.096
H 0.046400 -3.197887 -6.473099 0.3 0.1 0.4 0.114
H 0.299851 -3.174780 -4.725124 0.3 0.3 -0.5 0.113
H 2.556644 -3.361081 -6.845023 -0.3 -0.1 0.3 0.059
H 1.952705 -4.676827 -5.812612 -0.2 0.1 -0.1 0.062
H 2.820935 -3.335795 -5.084189 -0.6 0.0 -0.5 0.058
H -1.961322 -2.145620 -5.626644 0.3 0.2 0.4 0.128
H -3.640275 -3.970234 -5.425205 0.0 0.0 -0.3 0.074
H -5.037785 -5.206818 -3.474695 0.0 -0.1 -0.1 0.064
H -4.107804 -4.161816 -1.157727 0.0 0.2 -0.2 0.080
O -2.226974 -0.368693 -1.744703 -0.5 -0.4 0.2 -0.240
H -1.814203 -0.302118 -2.627276 0.0 -0.2 0.3 -0.060
H -2.561585 -1.323649 -1.793924 0.5 0.9 0.3 -0.008
```
Forces are in eV/Å.

As for the charge: -2. For the calculated total energy, the calculation gives -7741.9724 Ha. As for the spin multiplicity: 1. The value obtained for the molecular weight is 1038.7 g mol⁻¹.


[5]
The following is a quantum chemistry calculation of C4H6O3S in the gas phase, from OMol25.

Structure (XYZ):
```
14
Properties=species:S:1:pos:R:3:forces:R:3:lowdin_charge:R:1
C 0.688154 -1.657761 -0.608671 0.7 -0.1 2.6 -0.014
C 0.578991 -0.209423 -0.203132 -1.5 1.3 -0.7 -0.289
C -0.534379 0.474922 0.023416 -4.2 0.3 -0.8 -0.336
S -2.575729 0.188384 -0.351700 3.4 0.8 0.1 0.892
O -2.857651 -1.279522 0.327345 -0.3 -0.4 -2.1 -0.484
O -0.380633 1.834940 0.283138 0.9 -1.5 0.2 -0.081
C 1.057642 1.927514 0.346018 -0.1 4.2 -2.4 -0.221
O 1.614948 0.761978 -0.090708 0.9 -2.5 0.0 -0.009
H 0.416293 -1.994960 -1.617364 0.0 0.6 0.3 0.086
H 0.033954 -2.151628 0.204371 1.0 0.2 -1.7 0.108
H 1.746924 -1.908172 -0.374196 -0.7 -0.4 -0.3 0.089
H -2.547875 -1.107535 1.177106 0.4 -0.2 2.9 -0.022
H 1.405069 2.334437 1.290626 -0.1 -0.8 0.7 0.123
H 1.354286 2.786830 -0.406244 -0.5 -1.5 1.1 0.158
```
Forces are in eV/Å.

The SMILES is CC1=C(SO)OCO1. As for the charge: 0. For the calculated total energy, the calculation gives -779.7858 Ha. As for the spin multiplicity: 1. The value obtained for the molecular weight is 134.2 g mol⁻¹.